This record from OMol25 describes a cluster of 10 separate species, C16H48B6F24N4O4 in total in a non-equilibrium geometry. The level of theory is wB97M-V/def2-TZVPD.

Last column: Mulliken charge in e.
Element x y z (Å)
C -0.61 0.00 1.79  -0.96
C 0.54 0.88 1.42  1.74
C 0.88 1.20 -0.01  -1.64
O 0.95 -0.03 -0.75  0.70
C 1.61 0.22 -1.99  -1.10
N 0.49 2.23 2.14  0.38
H 1.07 2.91 1.63  0.43
H -0.46 2.62 1.98  -0.07
H 0.61 2.23 3.16  0.31
H -0.65 -0.16 2.86  0.45
H -0.37 -1.01 1.41  -0.15
H -1.54 0.17 1.24  -0.13
H 1.40 0.46 1.95  -0.63
H 1.89 1.64 -0.02  0.75
H 0.23 1.95 -0.47  0.50
H 1.48 -0.62 -2.68  0.02
H 2.69 0.32 -1.85  0.40
H 1.18 1.09 -2.49  0.51
C 1.19 -4.12 -2.93  -1.02
C -0.29 -4.08 -2.64  -0.02
C -0.85 -2.72 -2.42  1.04
O -2.02 -2.84 -1.67  -0.54
C -2.37 -1.56 -1.14  -0.25
N -1.12 -4.73 -3.79  -0.21
H -1.97 -5.08 -3.34  0.41
H -1.40 -4.06 -4.51  0.34
H -0.70 -5.55 -4.22  0.35
H 1.48 -5.11 -3.27  0.46
H 1.69 -3.91 -1.98  -0.15
H 1.50 -3.39 -3.67  0.35
H -0.60 -4.76 -1.85  0.33
H -0.98 -2.20 -3.39  0.05
H -0.09 -2.05 -1.98  -0.88
H -2.99 -1.09 -1.92  0.25
H -1.46 -1.04 -0.86  -0.08
H -3.06 -1.64 -0.30  0.38
C -5.22 4.17 -2.08  -1.51
C -5.01 2.76 -2.56  0.49
C -3.70 2.56 -3.28  -0.80
O -3.47 1.17 -3.39  -0.43
C -2.19 0.94 -3.94  -0.75
N -5.05 1.80 -1.38  0.03
H -4.99 2.29 -0.47  0.44
H -5.84 1.16 -1.43  0.39
H -4.23 1.19 -1.46  -0.07
H -4.39 4.49 -1.45  0.37
H -6.16 4.41 -1.61  0.39
H -5.11 4.82 -2.96  0.41
H -5.81 2.37 -3.19  0.30
H -2.85 3.02 -2.75  0.36
H -3.75 3.04 -4.26  0.49
H -1.96 1.58 -4.80  0.46
H -1.99 -0.07 -4.28  0.07
H -1.41 1.11 -3.19  0.33
C 3.15 -1.46 4.51  -1.72
C 2.97 -2.41 3.35  0.94
C 3.48 -1.95 2.02  -0.01
O 3.42 -3.04 1.11  -0.61
C 2.19 -3.10 0.36  0.24
N 3.58 -3.72 3.68  -0.08
H 3.52 -4.43 2.94  0.35
H 4.56 -3.56 3.94  0.39
H 3.13 -4.11 4.51  0.40
H 2.47 -1.72 5.32  0.42
H 3.01 -0.44 4.17  0.36
H 4.16 -1.49 4.93  0.45
H 1.88 -2.55 3.29  -0.10
H 4.51 -1.57 2.03  0.21
H 3.05 -1.04 1.59  -0.29
H 2.40 -3.80 -0.44  -0.07
H 1.96 -2.11 -0.02  -0.03
H 1.36 -3.41 1.00  0.30
B -0.80 -3.87 2.59  0.00
F -1.44 -4.98 3.19  -0.36
F 0.59 -3.92 2.92  -0.26
F -0.91 -4.01 1.17  -0.26
F -1.35 -2.67 3.01  -0.29
B -2.85 3.18 1.08  0.05
F -2.34 3.09 2.37  -0.29
F -4.12 2.52 1.04  -0.47
F -3.02 4.50 0.68  -0.34
F -1.98 2.49 0.19  -0.03
B 4.90 2.00 1.64  0.24
F 5.67 0.82 1.95  -0.46
F 3.57 1.55 1.44  -0.03
F 5.00 2.81 2.76  -0.39
F 5.43 2.57 0.49  -0.38
B 2.33 5.40 2.44  0.49
F 2.30 4.79 3.69  -0.38
F 2.08 6.80 2.56  -0.41
F 3.61 5.26 1.85  -0.38
F 1.30 4.85 1.61  -0.43
B -0.26 1.41 5.79  0.37
F -0.52 2.34 4.77  -0.32
F -1.29 0.45 5.82  -0.42
F 0.96 0.77 5.54  -0.30
F -0.21 2.07 7.04  -0.37
B 0.87 1.34 -6.19  0.56
F 0.03 2.34 -6.72  -0.40
F 2.05 1.20 -6.95  -0.37
F 1.21 1.76 -4.88  -0.36
F 0.19 0.09 -6.15  -0.42

Summary:
Net charge: -2
Orbital gap in eV: 6.4
E_HOMO in eV: -5.124
Lowest unoccupied orbital energy in eV: 1.28